1 | Computed, not measured: a cluster of 11 separate species, C22H44Cl22 in total, with ωB97M-V with the def2-TZVPD basis set.

CARTESIAN COORDINATES (ANGSTROEM)
Cl  -2.2738  -0.4083  -3.1315
C  -3.2787  -1.5357  -4.0923
C  -2.6445  -1.9804  -5.3883
Cl  -2.3919  -0.5864  -6.4607
H  -4.2475  -1.0601  -4.2378
H  -3.4901  -2.4027  -3.4633
H  -3.2940  -2.6345  -5.9617
H  -1.6774  -2.4311  -5.1728
Cl  1.4232  -0.2740  -3.1685
C  1.3031  -0.5007  -4.9436
C  2.1817  0.5154  -5.6261
Cl  2.0485  0.2497  -7.4014
H  0.2465  -0.4828  -5.2008
H  1.6561  -1.5193  -5.0979
H  3.2234  0.3581  -5.3742
H  1.8117  1.5125  -5.4053
Cl  -3.5077  -3.3002  3.9422
C  -2.1738  -3.5878  5.0769
C  -0.9381  -4.2006  4.4320
Cl  -0.2409  -3.1422  3.1731
H  -2.4743  -4.2415  5.8949
H  -1.9566  -2.6139  5.5106
H  -1.1854  -5.1615  3.9916
H  -0.1955  -4.3002  5.2200
Cl  -1.3114  4.2732  -6.1441
C  -1.4734  2.8105  -5.1165
C  -1.2306  3.0992  -3.6553
Cl  -2.3552  4.3111  -2.9925
H  -0.7331  2.0633  -5.4133
H  -2.4324  2.3847  -5.3947
H  -0.2082  3.4544  -3.5438
H  -1.3376  2.1864  -3.0811
Cl  -0.9309  -3.7813  -2.1418
C  -1.3949  -4.2956  -0.5316
C  -2.8548  -3.9936  -0.2411
Cl  -3.1566  -2.2520  -0.0032
H  -0.7954  -3.7739  0.2155
H  -1.1721  -5.3439  -0.3338
H  -3.3019  -4.4492  0.6392
H  -3.4524  -4.3050  -1.0984
Cl  3.4290  4.9678  1.0238
C  2.1686  3.6872  0.9205
C  0.9542  3.9826  1.7876
Cl  0.2079  5.5315  1.3178
H  2.5972  2.7242  1.1921
H  1.8626  3.6263  -0.1181
H  1.1595  3.9624  2.8516
H  0.2282  3.2243  1.5032
Cl  1.6587  -0.4238  1.3125
C  -0.0985  -0.1615  1.1621
C  -0.4636  0.1660  -0.2690
Cl  0.0770  1.7634  -0.8216
H  -0.4348  0.5244  1.9344
H  -0.5998  -1.1069  1.3730
H  -1.5552  0.1882  -0.3180
H  -0.2000  -0.5817  -1.0121
Cl  2.5172  -0.6929  5.6737
C  3.6980  -1.0247  4.3944
C  4.5435  0.1790  3.9916
Cl  3.5341  1.5186  3.3482
H  3.2063  -1.4793  3.5385
H  4.4406  -1.7401  4.7560
H  5.2347  -0.1676  3.2275
H  5.0710  0.5587  4.8612
Cl  -1.6895  0.9604  7.1103
C  -0.1015  1.4218  6.4654
C  0.0258  1.0500  5.0147
Cl  -0.9759  2.0779  3.9390
H  0.6533  0.9498  7.0915
H  0.0290  2.4956  6.5962
H  -0.2804  0.0190  4.8346
H  1.0633  1.0471  4.6807
Cl  -3.5388  2.4881  0.2669
C  -4.4596  1.2397  -0.6063
C  -4.8761  1.8169  -1.9490
Cl  -5.7250  0.6306  -2.9471
H  -5.3754  0.9850  -0.0740
H  -3.8513  0.3469  -0.7259
H  -4.0006  2.1133  -2.5215
H  -5.4973  2.6984  -1.8127
Cl  4.1078  1.1955  -0.7570
C  5.0144  -0.3016  -0.4089
C  6.3454  0.0091  0.2310
Cl  7.3807  0.9824  -0.8332
H  5.1386  -0.8293  -1.3491
H  4.4221  -0.8787  0.3018
H  6.8921  -0.9273  0.3576
H  6.2792  0.5230  1.1858

Calculated values
SMILES: ClCCCl.ClCCCl.ClCCCl.ClCCCl.ClCCCl.ClCCCl.ClCCCl.ClCCCl.ClCCCl.ClCCCl.ClCCCl
HOMO-LUMO gap: 10.06 eV
E_HOMO: -10.054 eV



2 | Computed, not measured: a cluster of 11 separate species, C22H44Cl22 in total, with ωB97M-V with the def2-TZVPD basis set.

CARTESIAN COORDINATES (ANGSTROEM)
Cl  7.9660  14.0194  0.0553
C  6.9528  12.7123  -0.6419
C  7.7669  11.4827  -0.9388
Cl  8.3228  10.7922  0.6340
H  6.3620  13.1487  -1.4473
H  6.1911  12.4777  0.1017
H  8.5776  11.6022  -1.6576
H  7.0968  10.7329  -1.3593
Cl  12.2144  5.7512  1.2201
C  11.2894  4.5669  2.1506
C  10.5537  5.2329  3.3760
Cl  9.6013  6.4934  2.6754
H  11.8668  3.6593  2.3263
H  10.5621  4.1488  1.4546
H  11.2356  5.7143  4.0770
H  9.9317  4.5248  3.9237
Cl  16.1054  6.5290  4.2240
C  14.3814  6.5013  4.7547
C  14.2418  7.4028  5.9159
Cl  12.5180  7.5197  6.2689
H  14.0806  5.4707  4.9432
H  13.8407  6.8322  3.8680
H  14.4202  8.4669  5.7612
H  14.8500  7.0302  6.7402
Cl  14.3233  11.9018  2.5168
C  13.1261  10.9611  1.4648
C  12.7798  9.5531  2.0858
Cl  14.1048  8.4374  1.7659
H  13.4945  10.8689  0.4431
H  12.1801  11.4889  1.3440
H  11.9154  9.1410  1.5653
H  12.6120  9.4574  3.1586
Cl  6.2423  14.4459  4.5942
C  5.3877  13.8616  6.0731
C  6.2311  14.0242  7.3305
Cl  7.7775  13.1611  7.4102
H  5.1475  12.8113  5.9079
H  4.3442  14.1630  5.9824
H  5.6404  13.5434  8.1103
H  6.4733  15.0340  7.6618
Cl  12.2362  15.6292  5.4616
C  10.6288  15.3064  6.1886
C  9.4809  15.8254  5.3190
Cl  9.5348  15.0718  3.6414
H  10.5035  15.7492  7.1767
H  10.5044  14.2550  6.4476
H  9.6731  16.8918  5.2010
H  8.4452  15.7323  5.6455
Cl  2.5139  11.4301  4.3012
C  2.6062  12.2233  2.7325
C  3.9995  12.6668  2.2399
Cl  3.7376  13.3163  0.6858
H  1.8364  12.9943  2.6981
H  2.1698  11.5157  2.0275
H  4.7112  11.8452  2.1593
H  4.4716  13.4368  2.8501
Cl  9.1629  6.2620  6.2550
C  8.7973  6.8572  7.8432
C  9.9410  7.7684  8.3600
Cl  9.4734  8.2276  10.0540
H  8.6376  5.9539  8.4319
H  7.8339  7.3661  7.8761
H  10.1267  8.6169  7.7015
H  10.8621  7.1911  8.4403
Cl  6.9592  10.9968  4.2285
C  8.5891  11.6572  4.2187
C  9.5379  10.8048  4.9870
Cl  11.1427  11.4670  5.1657
H  8.5698  12.6736  4.6118
H  8.7971  11.6168  3.1495
H  9.6394  9.8272  4.5159
H  9.2410  10.8191  6.0357
Cl  5.5180  7.2477  4.3930
C  5.3236  7.9828  2.8174
C  4.7944  6.9520  1.8093
Cl  3.2428  6.3667  2.3656
H  6.3446  8.2353  2.5315
H  4.7641  8.9157  2.8866
H  5.4686  6.1021  1.7032
H  4.5948  7.4597  0.8656
Cl  2.7032  9.8335  9.0831
C  2.8064  10.1062  7.3715
C  3.9247  9.3517  6.7200
Cl  5.5161  9.7408  7.3921
H  3.0481  11.1580  7.2185
H  1.8599  9.7759  6.9436
H  3.9993  9.5253  5.6465
H  3.7443  8.2936  6.9096

Calculated values
SMILES: ClCCCl.ClCCCl.ClCCCl.ClCCCl.ClCCCl.ClCCCl.ClCCCl.ClCCCl.ClCCCl.ClCCCl.ClCCCl
HOMO-LUMO gap: 10.43 eV
E_HOMO: -10.314 eV



Most stable one: 1, least stable one: 2.



1 | Computed, not measured: an isolated molecule of C5H10FP, with ωB97M-V with the def2-TZVPD basis set.

CARTESIAN COORDINATES (ANGSTROEM)
C  2.5790  0.8077  0.5464
C  1.0866  0.9391  0.5146
C  0.2144  -0.0671  0.2840
C  -1.2019  -0.1466  -0.0330
C  -1.6529  0.1449  -1.4206
F  -2.0569  0.8194  0.9671
P  -1.9057  -1.6783  0.6349
H  3.0818  0.9666  -0.3984
H  3.2121  1.4533  1.3339
H  2.8389  -0.2805  0.7436
H  0.7628  1.9565  0.6823
H  0.5915  -1.0927  0.2070
H  -1.8399  1.2207  -1.5901
H  -0.9877  -0.2892  -2.0271
H  -2.6053  -0.3089  -1.6809
H  -0.9712  -1.8715  1.5833
H  -1.1457  -2.5733  -0.3470

Calculated values
SMILES: C/C=C/[C@](C)(F)P
HOMO-LUMO gap: 10.24 eV
E_HOMO: -9.436 eV



2 | Computed, not measured: a cluster of 2 separate species, C5H10FP in total, with ωB97M-V with the def2-TZVPD basis set.

CARTESIAN COORDINATES (ANGSTROEM)
C  2.2216  0.3663  -1.0042
C  -1.1433  1.1317  -0.7249
C  -0.5078  -1.2936  -0.4280
C  -0.5690  0.2256  1.6235
C  -0.5206  0.1469  0.1243
F  3.8846  -1.2174  0.1330
P  2.4436  -0.4403  0.4530
H  1.5543  0.9958  -1.5536
H  -0.6456  1.2265  -1.6795
H  -2.1743  0.9555  -1.1027
H  -1.1318  2.0304  -0.3504
H  0.3267  -1.5015  -1.1588
H  -0.3530  -1.9084  0.5078
H  -1.5386  -1.4190  -0.8431
H  0.1977  -0.3297  2.2105
H  -0.6418  1.3181  1.9101
H  -1.4028  -0.2869  1.8831

Calculated values
HOMO-LUMO gap (spin up / spin down): 9.44 / 6.67 eV
E_HOMO (spin up / spin down): -9.274 / -7.687 eV



Most stable one: 1, least stable one: 2.



1 | Computed, not measured: a cluster of 3 separate species, C2H4N4O2 in total, with ωB97M-V with the def2-TZVPD basis set.

CARTESIAN COORDINATES (ANGSTROEM)
C  0.3768  -0.8050  -1.3884
C  -0.4787  1.1582  -0.2696
H  -1.2505  1.8809  2.1101
H  0.6325  -0.1803  2.8613
H  0.5605  -1.5228  0.5244
H  1.3637  -0.8098  -2.7718
N  -0.7469  0.0970  2.0135
N  -0.1049  0.1052  0.6657
N  -0.0670  -1.1003  -0.0810
N  0.8692  -1.5845  -2.1823
O  -0.1203  0.5770  -1.5791
O  -1.0345  2.1844  0.0972

Calculated values
HOMO-LUMO gap: 7.45 eV
E_HOMO: -9.001 eV



2 | Computed, not measured: an isolated molecule of C2H4N4O2, with ωB97M-V with the def2-TZVPD basis set.

CARTESIAN COORDINATES (ANGSTROEM)
H  -0.3817  2.1537  -0.3230
N  0.6527  1.6359  -0.3524
C  0.3661  0.4347  -0.0463
C  -0.7749  -0.4197  0.0990
N  -2.2455  0.0192  0.1223
N  -0.3108  -1.5839  -0.3248
O  0.9183  -1.6338  -0.2224
N  1.3003  -0.4197  0.4094
O  2.7944  -0.2098  0.1908
H  -2.2997  0.3773  1.0753
H  -2.7989  -0.8258  -0.1510
H  2.7797  0.4719  -0.4769

Calculated values
SMILES: [H]/N=c1\c(N)non1O
HOMO-LUMO gap: 9.80 eV
E_HOMO: -9.387 eV



3 | Computed, not measured: an isolated molecule of C2H4N4O2, with ωB97M-V with the def2-TZVPD basis set.

CARTESIAN COORDINATES (ANGSTROEM)
N  2.5655  0.1338  0.2596
C  1.1534  0.2759  -0.0220
N  0.4246  -0.7162  -0.0844
N  -0.9533  -0.2582  0.0670
N  -1.8832  -1.2546  0.0633
C  -0.9995  1.0327  0.1400
O  -1.7371  2.0436  0.0367
O  0.3747  1.4450  -0.0139
H  3.0045  -0.7694  -0.2697
H  3.0694  0.8751  -0.2886
H  -2.5378  -1.2576  -0.8546
H  -2.4813  -1.5500  0.9664

Calculated values
SMILES: Nc1nn(N)c(=O)o1
HOMO-LUMO gap: 10.05 eV
E_HOMO: -9.486 eV



Most stable one: 3, least stable one: 1.



1 | Computed, not measured: an isolated molecule of C2H4N4O2, with ωB97M-V with the def2-TZVPD basis set.

CARTESIAN COORDINATES (ANGSTROEM)
N  -1.6496  -1.4113  0.3070
N  -0.6740  -0.6497  -0.4262
N  0.6630  -1.0699  -0.1202
C  1.4590  0.0771  0.0833
O  2.6823  0.0818  0.0763
N  0.5315  1.1554  0.1736
C  -0.6068  0.6605  -0.0447
O  -1.7339  1.3322  -0.1011
H  -2.5438  -1.2623  -0.1612
H  -1.7158  -1.1259  1.2913
H  1.0202  -1.7998  -0.6885
H  -1.5566  2.2792  -0.0138

Calculated values
SMILES: Nn1[nH]c(=O)nc1O
HOMO-LUMO gap: 10.13 eV
E_HOMO: -9.783 eV



2 | Computed, not measured: a structure of composition C2H4N4O2, with ωB97M-V with the def2-TZVPD basis set.

CARTESIAN COORDINATES (ANGSTROEM)
C  0.1606  0.3108  0.9794
C  -0.1578  0.9500  -1.2157
H  -0.3665  -1.9352  -1.8918
H  -1.1527  -1.4058  0.9185
H  0.4123  -0.6846  2.7682
H  1.1548  1.8831  0.4501
N  -0.5832  -0.4462  -1.0059
N  -0.9772  -0.4106  0.3856
N  0.6542  0.0800  2.2408
N  0.6014  1.0903  0.0049
O  0.5727  -1.1598  -1.4738
O  -0.3188  1.7280  -2.1603

Calculated values
HOMO-LUMO gap: 9.50 eV
E_HOMO: -9.643 eV



Most stable one: 1, least stable one: 2.



1 | Computed, not measured: the ion C2H10NSi with charge +1, with ωB97M-V with the def2-TZVPD basis set.

CARTESIAN COORDINATES (ANGSTROEM)
N  -0.8790  -1.6747  0.8081
C  -0.7119  -0.3101  0.1458
C  0.7597  0.0141  -0.0144
Si  0.8387  1.9039  -0.7577
H  -0.9442  -1.6700  1.8213
H  -0.0734  -2.1580  0.6061
H  -1.7089  -2.2366  0.6012
H  -1.2459  0.2750  0.7481
H  -0.9467  -0.2616  -0.9082
H  1.2732  -0.0990  0.9603
H  1.3648  -0.4469  -0.7488
H  -0.1069  2.8177  -0.1109
H  0.2009  1.4031  -2.1906
H  2.1797  2.4431  -0.9603

Calculated values
SMILES: [NH3+]CC[SiH3]
HOMO-LUMO gap: 10.87 eV
E_HOMO: -14.649 eV
charge: +1



2 | Computed, not measured: a cluster of 2 separate species, C2H10NSi in total, with ωB97M-V with the def2-TZVPD basis set.

CARTESIAN COORDINATES (ANGSTROEM)
C  0.7330  0.7388  -1.1358
C  -0.0985  0.2520  -0.0581
N  -1.3244  -0.4901  -0.6002
Si  0.6659  -0.4981  1.6839
H  0.8826  -0.1851  -1.8617
H  0.3657  1.5034  -1.7602
H  1.7913  1.0492  -0.8513
H  -0.8558  1.3982  0.4585
H  -1.3615  -0.1502  -1.4731
H  -1.9790  -0.2796  0.1063
H  -1.0112  -1.4621  -0.7202
H  -0.1117  0.0735  2.7821
H  2.1979  -0.1314  1.6283
H  0.4196  -1.8514  1.5239

Calculated values
HOMO-LUMO gap: 11.36 eV
E_HOMO: -15.107 eV
charge: +1



Most stable one: 1, least stable one: 2.



1 | Computed, not measured: an isolated molecule of C4H5NO3, with ωB97M-V with the def2-TZVPD basis set.

CARTESIAN COORDINATES (ANGSTROEM)
O  3.1686  -0.0346  0.2628
C  1.9463  0.1860  0.1592
O  1.5012  1.3580  -0.2495
C  0.7575  -0.9186  0.1174
O  0.8270  -1.9984  0.6580
N  -0.3632  -0.3765  -0.3440
C  -1.3678  0.6512  -0.0646
C  -1.6711  -0.8279  -0.1097
H  2.1759  2.0531  -0.3226
H  -1.2296  1.1516  0.8743
H  -1.6841  1.3263  -0.8584
H  -1.8080  -1.3709  0.8074
H  -2.2526  -1.1992  -0.9302

Calculated values
SMILES: O=C(O)C(=O)N1CC1
HOMO-LUMO gap: 10.43 eV
E_HOMO: -10.101 eV



2 | Computed, not measured: an isolated molecule of C4H5NO3, with ωB97M-V with the def2-TZVPD basis set.

CARTESIAN COORDINATES (ANGSTROEM)
O  -1.4410  1.7995  0.0345
C  -0.4525  0.8382  -0.1083
C  0.2841  0.4762  -1.2237
C  1.0253  -0.5956  -0.8865
N  0.7271  -0.9437  0.3686
O  1.0087  -2.2239  0.8798
C  -0.1417  -0.1707  0.9826
O  -0.6454  -0.4163  2.2019
H  -1.2348  2.5075  -0.4981
H  0.1916  0.9618  -2.1383
H  1.7809  -0.9884  -1.4746
H  1.6859  -2.3494  1.5818
H  -1.2193  0.2702  2.4818

Calculated values
SMILES: Oc1ccn(O)c1O
HOMO-LUMO gap: 7.77 eV
E_HOMO: -7.150 eV



Most stable one: 1, least stable one: 2.